Entry 1:
{
  "formula": "C11H16N2O3S",
  "method": "wB97M-V/def2-TZVPD",
  "species": ["C", "C", "C", "C", "O", "N", "C", "N", "C", "C", "S", "H", "C", "C", "O", "O", "C", "C", "H", "H", "H", "H", "H", "H", "H", "H", "H", "H", "H", "H", "H", "H", "H"],
  "xyz": [[-1.2097, 2.5442, 2.1592], [0.1945, 1.9750, 2.2704], [0.1886, 0.7403, 3.2445], [1.4953, 0.2436, 3.5458], [2.2438, 0.6730, 4.4712], [1.8847, -0.6181, 2.6961], [1.1655, -1.1405, 1.6570], [0.2602, -0.8408, 1.0912], [-0.0561, -1.5157, -0.0197], [0.8047, -2.3084, -0.5742], [2.3593, -2.4334, 0.5250], [0.9948, -2.9442, -1.3584], [-1.5290, -1.1266, -0.7162], [-1.2975, -0.3798, -1.7719], [-1.4766, 0.9743, -1.6684], [-0.9108, -0.8811, -2.7542], [-0.6834, 0.1278, -3.9652], [0.1496, -0.7424, -4.9441], [1.2537, -1.1695, -4.7178], [-0.4043, -1.6931, -5.2858], [0.5249, -0.0308, -5.8360], [0.0190, 0.7388, -3.4285], [-1.4520, 0.2936, -4.3368], [-1.9449, -2.3896, -1.0088], [-1.9001, -0.9420, 0.0002], [2.9001, -1.0320, 2.7083], [-0.3061, 1.3316, 4.3748], [-0.4233, -0.0406, 2.9688], [0.5507, 1.6010, 1.5779], [0.8379, 2.7245, 2.8021], [-1.6979, 1.8125, 1.7036], [-0.9693, 3.5493, 1.4975], [-1.5663, 2.8993, 3.0927]],
  "orbital_gap_ev": 9.123,
  "total_energy_ha": -1161.68985,
  "e_above_lowest_kj_mol": 1407.1,
  "fmax_ev_per_a": 19.9
}

---

Entry 2:
{
  "formula": "C11H16N3",
  "method": "wB97M-V/def2-TZVPD",
  "species": ["C", "C", "C", "C", "C", "C", "C", "C", "C", "C", "C", "N", "N", "N", "H", "H", "H", "H", "H", "H", "H", "H", "H", "H", "H", "H", "H", "H", "H", "H"],
  "xyz": [[0.1681, 0.3625, 4.2512], [1.0154, 0.3280, 3.0769], [-1.1104, 0.1677, 3.9539], [0.1677, -0.0476, 2.1572], [-2.3469, 0.4877, 0.4318], [-2.2563, -0.2048, 1.7212], [1.0404, 0.9558, -0.8039], [-0.0954, -1.3260, -0.5558], [1.2087, 0.6433, -2.2494], [-0.1153, -1.4283, -2.0987], [-0.0845, 0.1395, -0.2173], [-1.3491, 0.6635, -0.3470], [-1.1215, 0.0257, 2.5521], [1.1890, -0.8239, -2.6085], [0.6051, 0.5905, 5.2226], [2.1673, 0.4260, 3.2075], [-2.0094, 0.3255, 4.5196], [-3.2655, 0.8934, 0.1381], [-3.1026, -0.1044, 2.3533], [-2.2415, -1.2302, 1.2757], [1.9943, 0.6291, -0.3496], [0.8542, 2.0604, -0.6536], [-1.0835, -1.8139, -0.2933], [0.8236, -1.8089, -0.2232], [0.4252, 1.0826, -2.8141], [2.1151, 1.0480, -2.6707], [-0.1052, -2.4482, -2.4693], [-0.8841, -0.8508, -2.5034], [1.3087, -0.7941, -3.6767], [2.0159, -1.3322, -2.2704]],
  "orbital_gap_ev": [7.576, 7.577],
  "total_energy_ha": -592.60829,
  "e_above_lowest_kj_mol": 466.2,
  "total_charge": 1,
  "fmax_ev_per_a": 6.9
}

---

Entry 3:
{
  "formula": "C11H16N3P",
  "method": "wB97M-V/def2-TZVPD",
  "species": ["C", "C", "N", "P", "N", "C", "C", "N", "C", "C", "C", "C", "C", "C", "C", "H", "H", "H", "H", "H", "H", "H", "H", "H", "H", "H", "H", "H", "H", "H", "H"],
  "xyz": [[0.7113, 2.7907, -0.0814], [0.3805, 1.5525, -0.7687], [0.5227, 0.4399, -0.2099], [0.5585, -1.1385, -0.8479], [2.1472, -1.5020, -0.2432], [3.1027, -0.6723, -0.0423], [4.4276, -1.1103, 0.4303], [-0.0646, -1.8407, 0.6760], [-1.4745, -2.1842, 0.9802], [-2.3539, -1.0962, 0.5646], [-3.2176, -0.4286, 1.4705], [-4.0124, 0.6142, 1.0355], [-4.0830, 1.0428, -0.3438], [-3.1900, 0.2957, -1.2082], [-2.4369, -0.7707, -0.7912], [0.0059, 3.5405, -0.2211], [1.6080, 3.1110, -0.5042], [1.0011, 2.6624, 0.9084], [0.0224, 1.8246, -1.7718], [3.0200, 0.4735, -0.1528], [5.1909, -0.2401, 0.3310], [4.6846, -1.9394, -0.1583], [4.3776, -1.3044, 1.6102], [0.5603, -2.6026, 0.8601], [-1.4810, -2.3539, 2.0914], [-1.9217, -3.1521, 0.5546], [-3.2866, -0.6920, 2.5098], [-4.5541, 1.3317, 1.6993], [-4.3343, 2.0447, -0.5933], [-3.1809, 0.5905, -2.1886], [-1.6274, -1.3438, -1.4000]],
  "orbital_gap_ev": 9.033,
  "total_energy_ha": -934.27971,
  "e_above_lowest_kj_mol": 66.3,
  "fmax_ev_per_a": 5.2,
  "smiles": "C/C=N/P(/N=C/C)NCc1ccccc1"
}

---

Entry 4:
{
  "formula": "C11H16N4O4",
  "method": "wB97M-V/def2-TZVPD",
  "species": ["O", "C", "C", "O", "C", "N", "C", "N", "C", "C", "N", "C", "N", "C", "C", "O", "C", "C", "O", "H", "H", "H", "H", "H", "H", "H", "H", "H", "H", "H", "H", "H", "H", "H", "H"],
  "xyz": [[3.6193, -0.2226, 2.6861], [3.1734, 0.5191, 1.5480], [2.9371, -0.3305, 0.2452], [1.8839, -1.4300, 0.5353], [1.0368, -1.6651, -0.4846], [-0.2889, -1.4037, -0.4265], [-1.1871, -2.4454, -0.3369], [-2.2996, -2.1577, 0.0902], [-2.3345, -0.5657, 0.3132], [-1.1065, -0.2062, -0.0663], [-0.4151, 0.7529, 0.0208], [-1.0901, 2.1012, 0.2961], [-2.4508, 2.2431, 0.0617], [-3.4413, 1.1719, -0.1431], [-3.4996, 0.0866, 0.7792], [-4.7051, -0.6808, 0.3572], [1.6564, -0.5120, -1.7303], [2.2909, 0.4792, -0.8178], [3.4092, 1.1245, -1.5782], [3.0022, -1.0877, 2.6957], [2.1889, 1.0109, 1.7913], [3.6807, 1.2348, 1.3481], [3.8839, -0.9311, -0.1198], [1.2864, -2.5379, -0.9693], [-0.8456, -3.3062, -0.7079], [-0.5825, 2.9568, 0.6102], [-2.8076, 3.1650, 0.5287], [-4.4836, 1.7647, 0.0073], [-3.2612, 1.1558, -1.3123], [-3.4246, 0.4603, 1.7779], [-4.5196, -1.4963, 0.4228], [2.2333, -1.2090, -2.4503], [0.7584, 0.0605, -2.2707], [1.6651, 1.2724, -0.6997], [4.0375, 0.6284, -2.0010]],
  "orbital_gap_ev": 7.387,
  "total_energy_ha": -948.37103,
  "e_above_lowest_kj_mol": 990.5,
  "fmax_ev_per_a": 18.6,
  "smiles": "OC[C@H]1O[C@@H](n2cnc3c2N=CNC[C@H]3O)C[C@@H]1O"
}

---

Entry 5:
{
  "formula": "C11H16O2S",
  "method": "wB97M-V/def2-TZVPD",
  "species": ["C", "S", "O", "C", "C", "C", "C", "C", "C", "C", "C", "O", "C", "C", "H", "H", "H", "H", "H", "H", "H", "H", "H", "H", "H", "H", "H", "H", "H", "H"],
  "xyz": [[-0.6918, 2.4924, -2.5003], [-1.2842, 2.0067, -1.0190], [-1.7846, 3.1840, -0.4060], [0.0901, 1.2731, -0.1119], [0.8987, 1.7569, 0.7973], [1.0357, 3.0805, 1.3438], [0.2906, -0.3883, -0.5925], [0.0399, -0.5405, -1.8838], [-0.0064, -1.9244, -2.4402], [0.1887, -2.9045, -1.2944], [1.0057, -2.6128, -0.0266], [1.9080, -3.3668, 0.3175], [0.5851, -1.3194, 0.5601], [-0.7209, -1.5516, 1.4367], [-1.3359, 3.0868, -3.1205], [-0.0947, 1.7164, -2.9687], [-2.1440, 0.9646, -0.7219], [1.5233, 0.9547, 1.1940], [1.7467, 3.8834, 0.9832], [1.4239, 2.9811, 2.3571], [0.0462, 3.6185, 1.5254], [-0.1286, 0.2532, -2.6120], [-0.9585, -2.0733, -3.0588], [0.8183, -1.9744, -3.0340], [0.5685, -3.9056, -1.5792], [-0.7274, -3.1177, -0.8761], [1.4027, -0.7959, 1.2211], [-0.4661, -2.2929, 2.1416], [-1.4999, -1.9904, 0.8800], [-1.0237, -0.6275, 1.8539]],
  "orbital_gap_ev": 8.652,
  "total_energy_ha": -977.16065,
  "e_above_lowest_kj_mol": 428.6,
  "fmax_ev_per_a": 5.5,
  "smiles": "C=[S@H](=O)/C(=C\\C)C1=CCCC(=O)[C@@H]1C"
}

---

Entry 6:
{
  "formula": "C11H16O7PS",
  "method": "wB97M-V/def2-TZVPD",
  "species": ["C", "P", "O", "C", "C", "C", "O", "C", "C", "C", "C", "C", "S", "O", "O", "O", "C", "O", "H", "H", "H", "H", "H", "H", "H", "H", "H", "H", "H", "H", "H", "C", "O", "H", "H", "H"],
  "xyz": [[2.4275, 1.7193, 0.4258], [2.7324, 0.0809, 1.1534], [4.2288, -0.3206, 0.5814], [1.5493, -0.8843, 0.0694], [1.8209, -1.0470, -1.2361], [0.8990, -1.7866, -2.1116], [1.1487, -2.0006, -3.2901], [-0.3812, -2.2418, -1.5390], [-0.6905, -2.0853, -0.2480], [-1.9962, -2.5204, 0.3548], [-3.1818, -1.8299, -0.3327], [-3.3919, -0.4308, 0.2415], [-4.8341, 0.3794, -0.3888], [-4.5818, 1.7924, -0.4137], [-5.9925, -0.0619, 0.3163], [-4.9455, -0.1125, -1.8971], [0.3136, -1.4529, 0.6662], [0.0986, -1.3952, 1.8687], [2.3678, 1.5948, -0.6594], [3.2235, 2.4580, 0.7126], [1.4340, 2.0086, 0.7646], [4.3471, -0.0219, -0.3282], [2.7197, -0.6373, -1.6694], [-1.0629, -2.7011, -2.2385], [-2.1150, -3.5949, 0.2993], [-1.9874, -2.1922, 1.3879], [-3.0451, -1.7775, -1.4058], [-4.0871, -2.3964, -0.1265], [-3.5732, -0.5309, 1.3050], [-2.5245, 0.2017, 0.0935], [-4.8621, 0.6841, -2.4339], [4.7818, 4.2115, 1.9936], [4.3880, 3.7213, 0.8016], [4.7753, 5.3313, 2.0877], [4.1703, 3.8912, 2.8834], [5.8266, 3.9476, 2.3121]],
  "orbital_gap_ev": 3.450,
  "total_energy_ha": -1694.94651,
  "e_above_lowest_kj_mol": 0.0,
  "total_charge": -1,
  "fmax_ev_per_a": 1.6
}

---

Entry 7:
{
  "formula": "C11H17B2HgN7",
  "method": "wB97M-V/def2-TZVPD",
  "species": ["H", "N", "B", "N", "C", "Hg", "H", "C", "H", "C", "H", "C", "H", "H", "H", "N", "N", "N", "N", "C", "C", "H", "H", "C", "C", "C", "C", "H", "H", "H", "H", "H", "B", "C", "N", "H", "H", "H"],
  "xyz": [[1.4085, 2.3267, 1.1060], [0.8688, 1.0438, -0.4909], [0.1674, 0.1698, -2.8085], [0.5254, 1.2875, -1.8003], [0.6622, 2.5980, -2.0840], [1.7592, -0.9727, 1.4855], [0.4601, 2.9284, -3.0982], [1.0285, 3.2541, -0.9194], [1.1686, 4.3108, -0.7820], [1.1317, 2.2444, 0.0650], [0.4312, 0.5121, -3.9340], [-0.3454, -0.3358, 2.5423], [-0.1710, 0.6446, 3.0125], [-0.6429, -1.0667, 3.3115], [-0.9593, -0.3284, 1.6263], [-1.4009, -0.0569, -2.7404], [1.1597, -1.0034, -2.4687], [-2.0648, 0.1490, -1.5342], [1.4524, -1.5217, -1.2014], [-2.3101, -0.4386, -3.6742], [1.9654, -1.5913, -3.3870], [-2.0367, -0.5367, -4.7125], [1.9249, -1.2896, -4.4201], [-3.5390, -0.6363, -3.0353], [2.7630, -2.5350, -2.7522], [-3.3034, -0.3061, -1.6736], [2.3946, -2.4796, -1.3833], [-4.4537, -0.9906, -3.4651], [3.4795, -3.2008, -3.2019], [-3.9802, -0.3943, -0.8289], [2.7975, -3.0699, -0.5615], [-2.0056, 0.2982, 4.2673], [0.3409, 0.0470, 6.9291], [-0.7435, 0.4511, 5.9424], [-1.5902, 0.6334, 5.1398], [1.3973, -0.1596, 6.3416], [-0.1567, -0.9421, 7.4565], [0.4167, 0.9574, 7.7317]],
  "orbital_gap_ev": [5.009, 5.008],
  "total_energy_ha": -1015.62899,
  "e_above_lowest_kj_mol": 220.9,
  "fmax_ev_per_a": 2.9
}

---

Entry 8:
{
  "formula": "C11H17Cl2NO2Pt",
  "method": "wB97M-V/def2-TZVPD",
  "species": ["C", "C", "C", "C", "C", "C", "C", "C", "C", "C", "Pt", "Cl", "Cl", "O", "H", "H", "H", "H", "H", "H", "H", "H", "H", "H", "H", "H", "H", "H", "H", "H", "O", "H", "N", "C"],
  "xyz": [[-0.5483, 1.0262, 0.1377], [-1.1412, 0.2611, 1.1617], [-1.3594, -1.0853, 0.6731], [-1.4222, 0.6866, 2.5486], [-1.0052, -1.1210, -0.6780], [-0.6107, 0.2117, -1.0988], [-0.3464, 0.6647, -2.3621], [-0.3252, 2.4848, 0.0820], [-1.8945, -2.1963, 1.4862], [-1.1134, -2.2514, -1.5952], [2.1822, 0.0609, 1.1796], [1.1352, -1.3709, 2.5189], [1.9664, 1.7670, 2.7266], [1.9460, -1.2884, -0.2748], [-0.9568, 1.6475, 2.7846], [-1.0364, -0.0363, 3.2793], [-2.5050, 0.7700, 2.7195], [-1.3332, -2.2636, 2.4231], [-1.7760, -3.1401, 0.9528], [-2.9595, -2.0484, 1.7108], [-1.0435, -3.2006, -1.0727], [-0.3313, -2.1980, -2.3488], [-2.0667, -2.2274, -2.1286], [-0.0495, -0.0226, -3.1431], [1.7240, 1.3864, -3.2097], [-0.3455, 1.7398, -2.5349], [0.1226, 2.8675, 1.0063], [-1.2857, 3.0034, -0.1022], [0.3503, 2.7105, -0.7521], [1.8970, -2.0888, 0.2760], [2.3974, 2.0781, -3.4178], [3.1789, 1.7750, -2.9119], [4.8012, 0.7315, -0.2748], [3.7544, 0.6664, 0.2386]],
  "orbital_gap_ev": [3.510, 5.788],
  "multiplicity": 5,
  "total_energy_ha": -1674.17683,
  "total_charge": -2,
  "fmax_ev_per_a": 3.9,
  "s2": 6.03
}

---

- What is the formula in the sixth record?
  C11H16O7PS

---

What did the fourth record say?
{
  "formula": "C11H16N4O4",
  "method": "wB97M-V/def2-TZVPD",
  "species": ["O", "C", "C", "O", "C", "N", "C", "N", "C", "C", "N", "C", "N", "C", "C", "O", "C", "C", "O", "H", "H", "H", "H", "H", "H", "H", "H", "H", "H", "H", "H", "H", "H", "H", "H"],
  "xyz": [[3.6193, -0.2226, 2.6861], [3.1734, 0.5191, 1.5480], [2.9371, -0.3305, 0.2452], [1.8839, -1.4300, 0.5353], [1.0368, -1.6651, -0.4846], [-0.2889, -1.4037, -0.4265], [-1.1871, -2.4454, -0.3369], [-2.2996, -2.1577, 0.0902], [-2.3345, -0.5657, 0.3132], [-1.1065, -0.2062, -0.0663], [-0.4151, 0.7529, 0.0208], [-1.0901, 2.1012, 0.2961], [-2.4508, 2.2431, 0.0617], [-3.4413, 1.1719, -0.1431], [-3.4996, 0.0866, 0.7792], [-4.7051, -0.6808, 0.3572], [1.6564, -0.5120, -1.7303], [2.2909, 0.4792, -0.8178], [3.4092, 1.1245, -1.5782], [3.0022, -1.0877, 2.6957], [2.1889, 1.0109, 1.7913], [3.6807, 1.2348, 1.3481], [3.8839, -0.9311, -0.1198], [1.2864, -2.5379, -0.9693], [-0.8456, -3.3062, -0.7079], [-0.5825, 2.9568, 0.6102], [-2.8076, 3.1650, 0.5287], [-4.4836, 1.7647, 0.0073], [-3.2612, 1.1558, -1.3123], [-3.4246, 0.4603, 1.7779], [-4.5196, -1.4963, 0.4228], [2.2333, -1.2090, -2.4503], [0.7584, 0.0605, -2.2707], [1.6651, 1.2724, -0.6997], [4.0375, 0.6284, -2.0010]],
  "orbital_gap_ev": 7.387,
  "total_energy_ha": -948.37103,
  "e_above_lowest_kj_mol": 990.5,
  "fmax_ev_per_a": 18.6,
  "smiles": "OC[C@H]1O[C@@H](n2cnc3c2N=CNC[C@H]3O)C[C@@H]1O"
}